{"formula": "C2H4N2S3", "method": "the ωB97M-V functional and the def2-TZVPD basis", "total_energy_ha": -1382.6126, "charge": 0, "homo_lumo_gap_ev": 9.1, "lumo_energy_ev": 0.2940, "homo_energy_ev": -8.8, "max_force_ev_per_a": 3.93, "multiplicity": 1, "symbols": ["C", "C", "N", "N", "S", "S", "S", "H", "H", "H", "H"], "xyz": [[1.9493, -1.1105, -0.1465], [-0.9114, -0.9837, -0.0093], [2.3579, 0.0264, 0.1001], [-0.8280, 0.2670, -0.0346], [0.4704, -2.0329, -0.1676], [-2.3498, -1.9585, 0.0387], [-2.0567, 1.3603, 0.0288], [2.7709, -1.9392, -0.1820], [-3.1015, -0.9991, 0.5797], [1.5763, 0.6375, 0.3347], [-1.2510, 2.4109, -0.5948]], "forces_ev_per_angstrom": [[2.16, -3.26, 0.32], [-0.09, 0.49, -0.18], [-0.37, 1.82, 0.55], [1.50, 0.05, 0.06], [-0.02, -0.62, -0.06], [-0.80, -0.54, 0.14], [0.64, 2.02, -1.16], [-1.32, 1.20, -0.51], [-0.23, 0.07, 0.04], [-0.03, 0.34, -0.34], [-1.44, -1.55, 1.15]], "nbo_charge": [-0.057, -0.077, -0.591, -0.657, 0.308, 0.050, 0.195, 0.184, 0.137, 0.357, 0.150]}

---

{"formula": "C2H4N2S3", "method": "the ωB97M-V functional and the def2-TZVPD basis", "total_energy_ha": -1382.3925, "charge": 0, "homo_lumo_gap_ev": [6.0, 6.9], "s2": 2.0357, "lumo_energy_ev": [0.2059, -1.8261], "homo_energy_ev": [-5.8, -8.7], "max_force_ev_per_a": 3.54, "multiplicity": 3, "symbols": ["C", "C", "N", "N", "S", "S", "S", "H", "H", "H", "H"], "xyz": [[-2.4808, -0.6487, 0.8823], [-0.4396, -0.8621, -0.8450], [-2.3318, 0.9349, -0.8958], [-2.6106, 0.2628, 0.0986], [-0.7105, 0.5087, -1.6713], [0.9312, -1.8032, -0.9978], [3.2282, 1.2916, 0.2659], [-2.7000, -1.0061, 1.8240], [3.1132, 2.5889, -0.0617], [0.5272, -2.8731, -0.1585], [3.4735, 1.6063, 1.5592]], "forces_ev_per_angstrom": [[2.72, -2.08, -0.87], [0.60, -0.66, -0.64], [-0.18, 0.47, -0.30], [-2.29, 2.48, 0.01], [0.55, -0.39, -0.04], [-0.50, -0.85, 0.97], [0.04, 0.25, 0.35], [-1.32, -0.08, 1.73], [0.00, -0.11, -0.02], [0.45, 1.11, -0.84], [-0.07, -0.14, -0.34]], "nbo_charge": [0.092, -0.612, -0.162, -0.243, 0.432, 0.181, -0.292, 0.193, 0.144, 0.120, 0.146]}

---

{"formula": "C2H4N2S4", "method": "the ωB97M-V functional and the def2-TZVPD basis", "total_energy_ha": -1780.8356, "charge": 0, "homo_lumo_gap_ev": 8.7, "lumo_energy_ev": 0.0510, "homo_energy_ev": -8.7, "max_force_ev_per_a": 1.01, "multiplicity": 1, "symbols": ["C", "C", "H", "H", "H", "H", "N", "N", "S", "S", "S", "S"], "xyz": [[-0.9470, 0.6384, 0.0623], [2.2640, -0.6100, -0.4003], [-3.1508, -1.3374, 0.9444], [-2.7325, 1.5347, -0.0111], [1.5537, -0.6834, 1.5093], [1.8806, -0.8269, -1.4109], [-2.2939, 0.6154, 0.0037], [1.3079, -0.8231, 0.5457], [-3.3065, -0.7220, -0.2505], [-0.0902, 2.0501, 0.0564], [-0.3285, -1.0235, 0.1515], [3.8158, -0.1424, -0.1354]], "forces_ev_per_angstrom": [[0.49, 0.47, -0.10], [0.49, 0.08, -0.32], [-0.11, 0.24, -0.05], [0.13, -0.33, 0.05], [0.06, 0.20, 0.28], [0.17, 0.22, 0.36], [-0.63, 0.69, -0.02], [-0.33, 0.14, -0.61], [0.14, -0.28, 0.02], [-0.19, -0.82, 0.15], [0.73, -0.23, 0.24], [-0.95, -0.36, 0.01]], "nbo_charge": [-0.118, -0.071, 0.117, 0.427, 0.419, 0.198, -0.756, -0.744, 0.221, -0.088, 0.476, -0.081]}

---

{"formula": "C2H4N2Se", "method": "the ωB97M-V functional and the def2-TZVPD basis", "total_energy_ha": -2589.3939, "charge": 0, "homo_lumo_gap_ev": 8.1, "lumo_energy_ev": -0.2354, "homo_energy_ev": -8.4, "max_force_ev_per_a": 4.01, "multiplicity": 1, "symbols": ["C", "C", "N", "N", "Se", "H", "H", "H", "H"], "xyz": [[0.3054, -0.7382, 1.7143], [-0.1009, 0.7149, -1.5291], [0.4139, -0.2706, 0.5761], [-0.3229, -0.2467, -0.4720], [-1.9485, 0.4618, -1.3187], [-0.6136, -0.9217, 2.3326], [1.2054, -0.8731, 2.1897], [0.4908, 1.6526, -1.2083], [0.5705, 0.2210, -2.2846]], "forces_ev_per_angstrom": [[-2.95, -0.16, 2.03], [3.93, -0.10, 0.79], [1.21, 0.64, -1.12], [-0.42, 0.26, -2.21], [-1.08, 0.24, 0.51], [0.43, -0.03, -1.02], [1.97, -0.24, 1.37], [-1.62, -1.08, -0.26], [-1.47, 0.47, -0.09]], "nbo_charge": [-0.133, -0.411, -0.193, -0.305, 0.280, 0.160, 0.178, 0.209, 0.215]}

---

{"formula": "C2H4N3", "method": "the ωB97M-V functional and the def2-TZVPD basis", "total_energy_ha": -242.4062, "charge": 1, "homo_lumo_gap_ev": 8.6, "lumo_energy_ev": -6.6084, "homo_energy_ev": -15.2, "max_force_ev_per_a": 6.17, "multiplicity": 1, "symbols": ["C", "C", "N", "N", "N", "H", "H", "H", "H"], "xyz": [[0.1927, -0.5806, -2.2056], [-0.2525, 0.4960, 2.2166], [-0.0737, -0.6351, -1.0134], [0.0700, 0.5109, 1.0362], [0.6118, 0.5255, 0.0082], [0.1071, -1.3465, -2.8569], [0.7402, 0.2303, -2.6721], [0.3540, 0.0142, 3.1423], [-1.3114, 0.7969, 2.6396]], "forces_ev_per_angstrom": [[2.74, 4.25, -0.11], [-2.19, -0.92, 5.69], [-0.46, -1.51, 4.11], [0.83, -0.67, -0.49], [-0.95, 0.45, -3.29], [-1.58, -2.95, -1.68], [0.29, 0.47, 0.17], [-0.86, 0.71, -2.88], [2.16, 0.18, -1.53]], "nbo_charge": [-0.021, -0.092, -0.191, 0.042, 0.170, 0.250, 0.220, 0.315, 0.306]}

---

{"formula": "C2H4N3", "method": "the ωB97M-V functional and the def2-TZVPD basis", "total_energy_ha": -242.3161, "charge": 1, "homo_lumo_gap_ev": [8.2, 7.5], "s2": 2.0247, "lumo_energy_ev": [-3.7077, -8.5706], "homo_energy_ev": [-11.9, -16.1], "max_force_ev_per_a": 2.55, "multiplicity": 3, "symbols": ["C", "C", "N", "N", "N", "H", "H", "H", "H"], "xyz": [[1.0744, 0.1340, -0.7088], [-1.1973, -0.3960, 0.4426], [-0.8113, 0.9156, 0.9471], [0.1230, 0.1595, 0.0808], [1.9980, -0.2167, -1.3713], [-1.3616, -1.2944, 1.1373], [-1.7828, -0.3557, -0.3980], [-0.7121, 1.1501, 1.9593], [2.6697, -0.0964, -2.0891]], "forces_ev_per_angstrom": [[0.56, 0.26, 0.24], [1.41, -0.95, 1.77], [-0.48, 0.64, 1.25], [-0.55, -1.75, 0.59], [-0.40, -0.39, -0.30], [0.75, 1.47, -0.98], [-2.02, 0.05, -1.56], [0.03, 0.25, -0.74], [0.69, 0.43, -0.26]], "nbo_charge": [0.535, -0.065, -0.181, -0.186, -0.470, 0.248, 0.217, 0.436, 0.465]}

---

{"formula": "C2H4N4", "method": "the ωB97M-V functional and the def2-TZVPD basis", "total_energy_ha": -297.6312, "charge": 0, "homo_lumo_gap_ev": 9.7, "lumo_energy_ev": 0.6837, "homo_energy_ev": -9.0, "max_force_ev_per_a": 1.98, "multiplicity": 1, "symbols": ["N", "C", "N", "C", "N", "N", "H", "H", "H", "H"], "xyz": [[1.3242, -1.1469, 0.0514], [0.2970, -0.2386, 0.0166], [0.1402, 0.6274, 0.9975], [-0.8966, 1.3873, 0.5676], [-1.4266, 1.0913, -0.5978], [-0.5943, -0.0515, -0.9687], [1.2778, -2.0264, -0.4375], [1.6938, -1.2062, 0.9926], [-1.2677, 2.2028, 1.1877], [-0.5478, -0.6392, -1.8095]], "forces_ev_per_angstrom": [[0.12, -0.07, 0.11], [0.00, 0.16, 0.29], [-0.09, 0.05, -0.01], [-0.14, -0.05, -0.20], [1.05, -1.57, -0.61], [0.19, 0.48, 0.76], [-0.23, 0.15, 0.01], [0.05, -0.11, -0.28], [-0.06, -0.21, -0.43], [-0.89, 1.16, 0.35]], "nbo_charge": [-0.811, 0.523, -0.560, 0.165, -0.297, -0.432, 0.389, 0.408, 0.202, 0.414]}

---

{"formula": "C2H4N4", "method": "the ωB97M-V functional and the def2-TZVPD basis", "total_energy_ha": -297.4229, "charge": 0, "homo_lumo_gap_ev": 9.7, "lumo_energy_ev": 0.3444, "homo_energy_ev": -9.4, "max_force_ev_per_a": 3.81, "multiplicity": 1, "symbols": ["C", "C", "N", "N", "N", "N", "H", "H", "H", "H"], "xyz": [[-1.1724, -0.9725, -0.1932], [1.0050, -0.0113, -0.0248], [-1.7081, 0.1436, -0.4853], [-0.1937, -0.6907, 0.6990], [-0.8884, 0.8782, 0.4185], [0.4079, 1.2602, -0.1281], [-1.5042, -1.8972, -0.3927], [2.0287, 0.0226, 0.5405], [1.1788, -0.6221, -1.0231], [0.8465, 1.8893, 0.5892]], "forces_ev_per_angstrom": [[-0.56, 2.66, 0.08], [1.75, -2.59, -0.88], [-0.40, 0.51, -1.34], [1.78, 2.91, 1.69], [1.78, -2.49, 1.51], [0.05, 1.86, 0.14], [-1.11, -3.29, -1.19], [-2.09, -0.36, -0.75], [-0.21, 1.46, 1.77], [-0.99, -0.66, -1.02]], "nbo_charge": [0.183, -0.082, -0.281, -0.333, 0.061, -0.490, 0.184, 0.204, 0.183, 0.371]}

---

{"formula": "C2H4N4", "method": "the ωB97M-V functional and the def2-TZVPD basis", "total_energy_ha": -297.4815, "charge": 0, "homo_lumo_gap_ev": [8.4, 8.7], "lumo_energy_ev": [-0.3317, -0.7506], "homo_energy_ev": [-8.7, -9.4], "max_force_ev_per_a": 1.12, "multiplicity": 1, "symbols": ["N", "C", "N", "N", "N", "C", "H", "H", "H", "H"], "xyz": [[1.9336, -0.1412, 0.0571], [0.5831, -0.3351, 0.3690], [-0.0280, -1.2308, 0.9603], [-2.1921, -0.4084, -0.0490], [-1.5453, 0.6376, -0.3120], [-0.3413, 0.8606, 0.0981], [2.0530, 0.3058, -0.8459], [2.4574, -1.0076, 0.1209], [-2.8816, -0.5375, -0.8119], [-0.0389, 1.8566, 0.4134]], "forces_ev_per_angstrom": [[-0.31, -0.42, 0.02], [-0.38, 1.05, -0.07], [0.51, -0.70, 0.11], [-0.65, -0.04, -0.63], [0.45, 0.39, 0.58], [0.15, -0.21, -0.15], [0.00, -0.04, 0.18], [0.03, 0.19, 0.01], [0.20, -0.11, 0.29], [0.00, -0.11, -0.33]], "nbo_charge": [-0.811, 0.222, -0.247, -0.302, -0.133, -0.047, 0.385, 0.390, 0.324, 0.220]}

---

{"formula": "C2H4N4", "method": "the ωB97M-V functional and the def2-TZVPD basis", "total_energy_ha": -297.5544, "charge": 0, "homo_lumo_gap_ev": 10.3, "lumo_energy_ev": 0.6635, "homo_energy_ev": -9.7, "max_force_ev_per_a": 1.95, "multiplicity": 1, "symbols": ["N", "C", "C", "N", "N", "N", "H", "H", "H", "H"], "xyz": [[1.6863, 0.1539, 0.2011], [0.3626, -0.1801, 0.1246], [-0.7927, 0.6243, -0.2968], [-1.8767, -0.3643, -0.3081], [-1.4419, -1.3801, 0.2952], [-0.0769, -1.3454, 0.5128], [2.0656, 0.7987, -0.4762], [2.2879, -0.6435, 0.3738], [-0.7515, 1.4509, -1.0068], [-1.4346, 0.9181, 0.5767]], "forces_ev_per_angstrom": [[-0.11, -0.08, -0.10], [-0.29, -0.20, 0.34], [-0.53, 0.13, 0.42], [-0.03, -1.10, -0.39], [-0.31, 0.00, -0.67], [0.37, 0.22, -0.06], [-0.23, 0.03, 0.12], [-0.15, 0.17, 0.04], [-0.12, -0.47, -0.08], [1.39, 1.31, 0.38]], "nbo_charge": [-0.784, 0.381, -0.407, -0.170, -0.019, -0.360, 0.392, 0.404, 0.245, 0.318]}